Density functional theory data (ωB97M-V/def2-TZVPD) for C32H28N2OP2PdSSe as an isolated structure at a distorted geometry.

```
68
Properties=species:S:1:pos:R:3:mulliken_charge:R:1
Pd -0.16 -0.07 -0.14 -0.154
C -3.57 0.69 -0.04 -1.442
C -3.58 -0.80 -0.31 -1.328
P -2.06 -1.68 0.28 0.762
C -2.67 -3.37 -0.05 0.859
C -2.82 -3.72 -1.39 -0.591
C -3.40 -4.93 -1.72 -0.683
C -3.81 -5.80 -0.72 -0.560
C -3.64 -5.45 0.61 -0.687
C -3.07 -4.24 0.95 -0.467
C -1.94 -1.50 2.08 0.511
C -0.64 -1.67 2.58 -0.615
C -0.40 -1.56 3.94 -0.688
C -1.45 -1.25 4.80 -0.561
C -2.72 -1.06 4.30 -0.813
C -2.98 -1.20 2.95 -0.240
P -1.96 1.53 -0.37 1.644
C -2.56 3.20 0.07 0.771
C -2.94 3.45 1.39 -0.709
C -3.59 4.63 1.70 -0.632
C -3.85 5.56 0.71 -0.614
C -3.44 5.32 -0.59 -0.659
C -2.79 4.14 -0.92 -0.570
C -1.67 1.61 -2.15 -0.010
C -0.32 1.94 -2.50 -0.478
C 0.10 1.95 -3.78 -0.930
C -0.78 1.47 -4.88 0.492
C -2.22 1.35 -4.48 -0.950
C -2.60 1.38 -3.18 -0.159
H -3.76 0.87 1.02 0.484
H -4.36 1.20 -0.61 0.766
H -3.62 -1.00 -1.39 0.515
H -4.45 -1.28 0.15 0.678
H -2.48 -3.04 -2.17 0.383
H -3.53 -5.19 -2.76 0.416
H -4.25 -6.75 -0.98 0.390
H -3.96 -6.13 1.38 0.417
H -2.95 -3.97 1.99 0.407
H 0.17 -1.92 1.89 0.446
H 0.59 -1.72 4.33 0.472
H -1.26 -1.14 5.86 0.426
H -3.53 -0.80 4.97 0.461
H -3.98 -1.07 2.57 0.477
H -2.73 2.71 2.15 0.379
H -3.91 4.81 2.71 0.436
H -4.37 6.47 0.95 0.400
H -3.64 6.05 -1.36 0.432
H -2.49 3.95 -1.93 0.366
H 0.35 2.25 -1.70 0.497
H 1.11 2.23 -4.05 0.452
H -0.67 2.10 -5.78 0.488
H -2.93 1.18 -5.27 0.457
H -3.65 1.26 -2.93 0.547
O -0.05 1.13 1.92 -0.097
N 1.09 1.47 2.42 0.333
C 1.12 2.05 3.64 -0.270
C 2.30 2.42 4.23 -0.743
C 3.51 2.21 3.56 -0.266
C 3.47 1.63 2.32 -0.904
C 2.26 1.26 1.74 0.521
S 2.22 0.58 0.17 -0.355
H 0.15 2.20 4.09 0.441
H 2.29 2.87 5.21 0.432
H 4.45 2.49 4.00 0.401
H 4.37 1.46 1.74 0.456
Se 0.49 -1.45 -2.04 -0.292
C -0.31 0.13 -5.23 0.069
N 0.05 -0.93 -5.43 -0.416
```

Total charge   +1
Multiplicity   2
LUMO energy (alpha / beta)   -5.6 / -5.5 eV
Calculated total energy   -5030.8045 a.u.
E_HOMO (alpha / beta)   -9.806 / -9.777 eV